The following is a quantum chemistry calculation of a cluster of 6 separate species, C24H36O12 in total, from OMol25.

Positions of all 72 atoms, in Å:
O (-2.3852, -5.4539, 2.7016)
C (-1.2656, -5.1940, 2.3319)
O (-0.1670, -5.7787, 2.8356)
C (0.9699, -5.1070, 2.3045)
C (0.4864, -3.8855, 1.4478)
C (-0.9624, -4.2825, 1.1870)
H (1.6236, -5.7672, 1.7361)
H (1.5744, -4.6531, 3.0909)
H (1.1035, -3.8706, 0.5528)
H (0.6454, -2.9590, 1.9949)
H (-0.9881, -4.9075, 0.2934)
H (-1.6827, -3.4712, 1.1932)
O (1.9110, 1.1728, 1.6346)
C (1.2204, 1.0382, 0.6565)
O (0.6422, 2.1078, 0.1061)
C (-0.1536, 1.7842, -1.0599)
C (-0.4599, 0.3213, -0.6895)
C (0.7981, -0.2535, -0.0753)
H (0.2729, 1.8473, -2.0625)
H (-1.1204, 2.2724, -1.1415)
H (-0.7429, -0.2176, -1.5994)
H (-1.3179, 0.2651, -0.0211)
H (1.5936, -0.4745, -0.7824)
H (0.6127, -0.9737, 0.7147)
O (2.5770, -2.8116, -1.0225)
C (2.1066, -3.0911, -2.0967)
O (2.6675, -3.9339, -2.9600)
C (2.2483, -3.6104, -4.2761)
C (0.8603, -2.9431, -4.1884)
C (0.7912, -2.6311, -2.6287)
H (2.2127, -4.6363, -4.6575)
H (2.8854, -3.0630, -4.9731)
H (0.0778, -3.6902, -4.3129)
H (0.7146, -2.0857, -4.8360)
H (-0.1714, -2.9816, -2.2662)
H (0.7607, -1.5416, -2.5706)
O (-3.1056, -2.9953, -1.0906)
C (-3.7415, -2.9691, -2.1111)
O (-4.6770, -3.9072, -2.4047)
C (-5.2269, -3.5912, -3.7133)
C (-4.3813, -2.4734, -4.3155)
C (-3.6165, -1.9157, -3.1536)
H (-6.2185, -3.1669, -3.5428)
H (-5.3130, -4.4493, -4.3733)
H (-4.9784, -1.6707, -4.7467)
H (-3.7657, -2.8627, -5.1297)
H (-4.2539, -1.0765, -2.8664)
H (-2.5779, -1.6493, -3.3224)
O (-2.1165, 4.2018, -0.6200)
C (-1.4065, 5.0965, -0.2304)
O (-1.9632, 6.1053, 0.4773)
C (-0.9698, 6.9190, 1.0850)
C (0.4105, 6.3662, 0.6734)
C (0.0554, 5.2710, -0.3060)
H (-1.1280, 6.8812, 2.1673)
H (-1.1615, 7.9756, 0.8898)
H (1.0449, 6.0137, 1.4817)
H (0.9131, 7.1667, 0.1312)
H (0.5952, 4.3362, -0.1558)
H (0.3372, 5.5258, -1.3315)
O (4.3345, 2.4098, 6.9502)
C (3.7370, 2.8246, 6.0001)
O (2.6555, 2.2541, 5.4198)
C (2.1546, 3.0591, 4.3816)
C (2.8249, 4.4296, 4.4589)
C (3.9674, 4.2232, 5.4645)
H (1.0791, 3.2151, 4.2795)
H (2.4580, 2.5334, 3.4739)
H (2.2051, 5.2944, 4.6863)
H (3.2470, 4.6102, 3.4667)
H (3.6973, 4.9338, 6.2482)
H (4.9455, 4.5408, 5.1170)

* charge: 0
* Kohn-Sham gap: 9.70 eV
* E: -50040.6476 eV
* ΔE to the lowest compared entry with this formula, charge and spin: 290.4 kJ/mol
* lowest unoccupied orbital energy: 0.039 eV

Mulliken population analysis, charges in e, atoms 1 to 2: -0.5874 0.3169

The following is a quantum chemistry calculation of a structure of composition C24H36O3SYb, from OMol25.

Positions of all 65 atoms, in Å:
C (-2.9622, 3.6561, 0.9538)
C (-2.8634, 2.9829, 2.0938)
C (-1.6388, 2.2248, 2.5450)
C (-1.7681, 0.6864, 2.2266)
S (-3.1924, 0.2301, 3.2979)
O (-2.2183, 0.6590, 0.8565)
C (-1.1909, 0.1570, 0.1074)
O (-1.3085, -0.0083, -1.0790)
O (-0.1209, -0.1218, 0.8850)
C (-0.4747, -0.1517, 2.3012)
C (0.7715, 0.5282, 2.9260)
C (2.0676, -0.0455, 2.2682)
C (2.7744, 0.9335, 1.3039)
C (2.4979, 0.7204, -0.2096)
C (2.5623, -0.7314, -0.6732)
C (2.7327, -0.8633, -2.2187)
C (1.3449, -0.8539, -2.9290)
C (1.1495, 0.5339, -3.5959)
C (-0.3338, 0.9016, -3.8881)
C (-0.6906, 2.2624, -3.2123)
C (-0.6923, 3.4009, -4.2545)
C (-0.5372, -1.5653, 2.9257)
C (-0.9080, -2.6569, 1.9420)
C (-2.0225, -2.6232, 1.1304)
C (-2.3429, -3.6149, 0.2332)
C (-1.5277, -4.7258, 0.1462)
C (-0.4280, -4.7850, 0.9686)
C (-0.1061, -3.7848, 1.8525)
H (-2.1162, 4.1104, 0.4366)
H (-3.9276, 3.7361, 0.4573)
H (-3.7357, 2.9494, 2.7486)
H (-0.8066, 2.5771, 1.9131)
H (-1.4061, 2.3637, 3.6061)
H (-3.1383, -1.1094, 3.4580)
H (0.7922, 1.6040, 2.7344)
H (0.8001, 0.3751, 4.0073)
H (1.8783, -1.0411, 1.8455)
H (2.7631, -0.2027, 3.1088)
H (3.8780, 0.8746, 1.4471)
H (2.4913, 1.9674, 1.5225)
H (3.2961, 1.2644, -0.7416)
H (1.5672, 1.1895, -0.5382)
H (1.6022, -1.1960, -0.4094)
H (3.3312, -1.3190, -0.0909)
H (3.3013, 0.0152, -2.5480)
H (3.3245, -1.7719, -2.4348)
H (1.3353, -1.6739, -3.6526)
H (0.5240, -1.0309, -2.2234)
H (1.6858, 0.5290, -4.5535)
H (1.6309, 1.2763, -2.9498)
H (-1.0207, 0.1000, -3.6098)
H (-0.4295, 1.0385, -4.9706)
H (-1.7038, 2.1424, -2.8059)
H (-0.0475, 2.4606, -2.3455)
H (0.3311, 3.5295, -4.6213)
H (-1.0798, 4.3077, -3.7827)
H (-1.3685, 3.1114, -5.0619)
H (-1.1960, -1.5726, 3.7988)
H (0.4581, -1.7834, 3.3276)
H (-2.6713, -1.7497, 1.1951)
H (-3.2294, -3.4650, -0.3740)
H (-1.7969, -5.5074, -0.5558)
H (0.1932, -5.6773, 0.9187)
H (0.7706, -3.8883, 2.4907)
Yb (5.1459, -1.8792, 0.3496)

* charge: +2
* Kohn-Sham gap: 2.80 eV
* E: -73959.4337 eV
* lowest unoccupied orbital energy: -10.285 eV

Mulliken population analysis, charges in e, atoms 1 to 2: -0.8121 -0.2810

The following is a quantum chemistry calculation of a structure of composition C24H37Br2N6RbS2, from OMol25.

Positions of all 72 atoms, in Å:
Rb (0.1338, -0.5909, -0.1440)
C (2.4020, -3.7080, 1.0763)
C (1.0924, -3.8407, 1.8619)
N (-0.0933, -3.4254, 1.1268)
C (-0.6785, -4.3661, 0.1916)
C (0.1417, -4.6712, -1.0627)
S (0.6755, -3.2566, -2.0762)
C (2.4863, -3.3524, -1.9646)
C (3.1729, -2.4699, -0.9146)
N (2.4913, -2.4545, 0.3610)
H (2.4823, -4.5183, 0.3534)
H (3.2326, -3.8667, 1.7797)
H (1.1545, -3.1985, 2.7436)
H (1.0156, -4.8771, 2.2297)
H (-0.7990, -3.1131, 1.7796)
H (-1.6415, -3.9516, -0.1208)
H (-0.8946, -5.3433, 0.6587)
H (-0.4726, -5.3110, -1.6991)
H (1.0246, -5.2580, -0.8187)
H (2.8657, -3.0744, -2.9484)
H (2.7388, -4.4054, -1.8330)
H (3.2034, -1.4395, -1.2752)
H (4.2181, -2.8174, -0.8504)
H (2.7924, -1.6829, 0.9423)
C (-4.5025, -1.2102, 3.8727)
C (-3.9702, -1.6365, 2.6645)
C (-2.7693, -1.1087, 2.2128)
C (-2.1104, -0.1361, 2.9574)
C (-2.6393, 0.2888, 4.1711)
C (-3.8330, -0.2517, 4.6228)
N (-0.8570, 0.3456, 2.4469)
N (-0.6142, 1.5154, 2.7900)
C (0.6574, 2.0611, 2.3687)
C (0.8818, 3.2972, 2.9814)
C (2.0815, 3.9538, 2.7684)
C (3.0204, 3.3422, 1.9429)
C (2.7377, 2.1181, 1.3370)
C (1.5398, 1.3889, 1.5034)
H (-5.4328, -1.6290, 4.2337)
H (-4.4862, -2.3858, 2.0766)
H (-2.3583, -1.4331, 1.2638)
H (-2.1048, 1.0343, 4.7422)
H (-4.2416, 0.0728, 5.5713)
H (0.1110, 3.7266, 3.6109)
H (2.2840, 4.9068, 3.2402)
H (3.9789, 3.8218, 1.7710)
H (3.5078, 1.7153, 0.6772)
Br (-2.9782, 1.2066, -0.8926)
C (-3.8693, -0.2809, -1.7307)
Br (-2.6381, -1.5632, -2.4764)
H (-4.4841, 0.1021, -2.5344)
H (-4.4641, -0.7794, -0.9760)
C (0.4130, 2.3799, -5.5795)
C (-0.4199, 1.7952, -4.4507)
N (-0.1998, 2.4671, -3.1799)
C (0.8028, 2.1744, -2.3273)
S (1.8937, 0.9039, -2.6082)
N (0.9026, 2.9112, -1.2169)
C (-0.0248, 3.9307, -0.7604)
C (0.2873, 5.3136, -1.3186)
H (0.2140, 1.8503, -6.5120)
H (1.4729, 2.2832, -5.3478)
H (0.1824, 3.4355, -5.7343)
H (-0.1840, 0.7417, -4.3087)
H (-1.4869, 1.8714, -4.6715)
H (-0.7308, 3.3054, -3.0100)
H (1.5832, 2.5776, -0.5439)
H (0.0425, 3.9359, 0.3277)
H (-1.0514, 3.6339, -1.0041)
H (1.2872, 5.6228, -1.0158)
H (-0.4273, 6.0465, -0.9423)
H (0.2517, 5.3302, -2.4096)

* charge: 0
* Kohn-Sham gap: 6.56 eV
* E: -196838.5468 eV
* ΔE to the lowest compared entry with this formula, charge and spin: 0.0 kJ/mol
* lowest unoccupied orbital energy: -0.029 eV

Mulliken population analysis, charges in e, atoms 1 to 2: 0.4618 -0.9687